(1)
A cluster of 2 separate species, C28H59BrNO9P2S in total. Source: the OMol25 dataset; level of theory: wB97M-V/def2-TZVPD.

Bonds (Å) are listed after each position.
Cartesian coordinates (Å):
1 C 4.96 -4.49 4.05  C2 1.535, H34 1.083, H35 1.086, H36 1.090
2 C 4.80 -3.03 3.59  C1 1.535, C3 1.515, H37 1.096, H38 1.087
3 C 4.04 -2.25 4.65  C2 1.515, O4 1.443, H39 1.087, H40 1.093
4 O 3.85 -0.86 4.33  C3 1.443, N5 1.411
5 N 2.98 -0.68 3.24  O4 1.411, C6 1.535, C29 1.506, H41 1.026
6 C 3.73 -0.19 1.99  N5 1.535, C7 1.521, C11 1.546, H42 1.092
7 C 5.02 0.53 2.33  C6 1.521, C8 1.541, H43 1.085, H44 1.085
8 C 5.88 0.71 1.06  C7 1.541, C9 1.537, H45 1.087, H46 1.087
9 C 7.10 -0.21 1.04  C8 1.537, S10 1.819, H47 1.089, H48 1.086
10 S 7.49 -0.93 -0.59  C9 1.819, H49 1.335
11 C 2.79 0.57 1.03  C6 1.546, P12 1.901, C15 1.540, H50 1.091
12 P 3.08 2.45 0.96  C11 1.901, C13 1.823, O14 1.642
13 C 1.61 3.32 1.62  P12 1.823, H51 1.091, H52 1.086, H53 1.082
14 O 2.87 2.66 -0.65  P12 1.642, H54 0.967
15 C 1.35 0.04 1.12  C11 1.540, C16 1.545, O20 1.411, C28 1.548
16 C 1.33 -1.46 0.73  C15 1.545, C17 1.529, H55 1.090, H56 1.089
17 C 1.68 -1.66 -0.74  C16 1.529, C18 1.466, O19 1.386, H57 1.079
18 C 1.78 -3.04 -1.23  C17 1.466, O19 1.532, H58 1.077, H59 1.078
19 O 2.97 -2.11 -1.00  C17 1.386, C18 1.532
20 O 0.59 0.78 0.19  C15 1.411, C21 1.432
21 C -0.78 0.41 0.07  O20 1.432, C22 1.526, H60 1.096, H61 1.089
22 C -1.69 1.63 -0.03  C21 1.526, C23 1.528, C24 1.543, H62 1.090
23 C -1.54 2.23 -1.43  C22 1.528, H63 1.089, H64 1.090, H65 1.087
24 C -3.15 1.15 0.17  C22 1.543, C25 1.526, H66 1.090, H67 1.096
25 C -3.72 1.40 1.57  C24 1.526, C26 1.536, C27 1.530, H68 1.091
26 C -5.19 0.97 1.62  C25 1.536, H69 1.088, H70 1.089, H71 1.087
27 C -2.95 0.66 2.66  C25 1.530, H72 1.092, H73 1.091, H74 1.091
28 C 0.80 0.23 2.55  C15 1.548, C29 1.521, H75 1.083, H76 1.089
29 C 1.83 0.20 3.67  N5 1.506, C28 1.521, O30 1.385, P31 1.925
30 O 2.36 1.45 3.94  C29 1.385, H77 0.967
31 P 1.10 -0.42 5.34  C29 1.925, O32 1.618, Br33 2.226
32 O -0.20 0.54 5.33  P31 1.618, H78 0.970
33 Br 0.28 -2.38 4.68  P31 2.226
34 H 5.92 -4.90 3.76  C1 1.083
35 H 4.17 -5.11 3.64  C1 1.086
36 H 4.88 -4.56 5.13  C1 1.090
37 H 4.20 -3.04 2.67  C2 1.096
38 H 5.75 -2.56 3.35  C2 1.087
39 H 4.61 -2.22 5.58  C3 1.087
40 H 3.09 -2.74 4.88  C3 1.093
41 H 2.56 -1.59 3.03  N5 1.026
42 H 4.02 -1.11 1.48  C6 1.092
43 H 5.60 -0.08 3.02  C7 1.085
44 H 4.84 1.47 2.84  C7 1.085
45 H 6.22 1.74 1.04  C8 1.087
46 H 5.29 0.58 0.16  C8 1.087
47 H 6.96 -1.05 1.72  C9 1.089
48 H 7.98 0.34 1.36  C9 1.086
49 H 6.31 -0.68 -1.17  S10 1.335
50 H 3.14 0.27 0.04  C11 1.091
51 H 1.62 4.28 1.11  C13 1.091
52 H 1.72 3.52 2.68  C13 1.086
53 H 0.65 2.86 1.43  C13 1.082
54 H 1.93 2.70 -0.91  O14 0.967
55 H 2.13 -2.02 1.22  C16 1.090
56 H 0.36 -1.91 0.93  C16 1.089
57 H 1.29 -0.94 -1.43  C17 1.079
58 H 2.02 -3.87 -0.59  C18 1.077
59 H 1.76 -3.15 -2.30  C18 1.078
60 H -0.91 -0.16 -0.86  C21 1.096
61 H -1.10 -0.24 0.88  C21 1.089
62 H -1.43 2.37 0.73  C22 1.090
63 H -0.49 2.37 -1.70  C23 1.089
64 H -1.97 1.54 -2.16  C23 1.090
65 H -2.06 3.17 -1.52  C23 1.087
66 H -3.80 1.64 -0.55  C24 1.090
67 H -3.19 0.08 -0.07  C24 1.096
68 H -3.67 2.47 1.78  C25 1.091
69 H -5.74 1.56 2.35  C26 1.088
70 H -5.28 -0.07 1.93  C26 1.089
71 H -5.67 1.08 0.65  C26 1.087
72 H -1.99 1.12 2.87  C27 1.092
73 H -3.53 0.69 3.59  C27 1.091
74 H -2.82 -0.39 2.39  C27 1.091
75 H 0.25 1.16 2.64  C28 1.083
76 H 0.09 -0.58 2.73  C28 1.089
77 H 2.46 1.62 4.89  O30 0.967
78 H -0.93 0.22 4.76  O32 0.970
79 C -7.20 0.19 -7.70  O80 1.411, H88 1.095, H89 1.089, H90 1.095
80 O -5.90 -0.04 -7.20  C79 1.411, C81 1.415
81 C -4.98 0.99 -7.48  O80 1.415, C82 1.511, H91 1.095, H92 1.098
82 C -4.04 1.23 -6.32  C81 1.511, O83 1.418, H93 1.092, H94 1.092
83 O -4.64 1.85 -5.19  C82 1.418, C84 1.414
84 C -5.52 1.09 -4.38  O83 1.414, C85 1.511, H95 1.091, H96 1.093
85 C -4.84 0.05 -3.52  C84 1.511, O86 1.416, H97 1.099, H98 1.098
86 O -4.39 -1.06 -4.28  C85 1.416, C87 1.405
87 C -3.15 -1.57 -3.86  O86 1.405, H99 1.098, H100 1.089, H101 1.098
88 H -7.24 0.02 -8.78  C79 1.095
89 H -7.87 -0.52 -7.22  C79 1.089
90 H -7.54 1.20 -7.48  C79 1.095
91 H -5.50 1.92 -7.73  C81 1.095
92 H -4.37 0.70 -8.35  C81 1.098
93 H -3.29 1.95 -6.66  C82 1.092
94 H -3.52 0.32 -6.04  C82 1.092
95 H -6.33 0.65 -4.96  C84 1.091
96 H -5.96 1.82 -3.70  C84 1.093
97 H -5.56 -0.31 -2.77  C85 1.099
98 H -4.00 0.52 -2.99  C85 1.098
99 H -2.41 -0.78 -3.72  C87 1.098
100 H -2.80 -2.25 -4.63  C87 1.089
101 H -3.25 -2.14 -2.92  C87 1.098

As for the net charge: +1.

Here are the Löwdin charges for atoms 1 to 99, given in e: -0.07, -0.21, -0.18, -0.10, -0.01, -0.20, -0.18, -0.25, -0.55, 0.72, -0.26, 0.97, -0.24, -0.29, -0.44, -0.04, -0.34, 0.03, -0.07, -0.11, -0.16, -0.33, -0.04, -0.16, -0.41, -0.07, -0.08, -0.09, -0.59, 0.01, 0.68, -0.33, 0.44, 0.08, 0.08, 0.08, 0.10, 0.11, 0.15, 0.07, 0.13, 0.14, 0.10, 0.10, 0.11, 0.07, 0.04, 0.07, -0.16, 0.12, 0.05, 0.04, 0.01, 0.05, 0.11, 0.13, 0.15, 0.12, 0.11, 0.14, 0.11, 0.13, 0.07, 0.07, 0.09, 0.11, 0.13, 0.14, 0.08, 0.08, 0.07, 0.05, 0.09, 0.09, 0.12, 0.05, 0.11, 0.04, -0.11, -0.20, -0.20, -0.18, -0.12, -0.18, -0.20, -0.19, -0.12, 0.09, 0.09, 0.09, 0.13, 0.13, 0.13, 0.12, 0.12, 0.13, 0.13, 0.10, 0.08

***

(2)
A cluster of 4 separate species, C28H59ClFO13P in total. Source: the OMol25 dataset; level of theory: wB97M-V/def2-TZVPD.

Bonds (Å) are listed after each position.
Cartesian coordinates (Å):
1 C 5.57 -1.67 -1.44  C2 1.601, H18 1.138, H19 1.151, H20 1.155
2 C 7.16 -1.83 -1.35  C1 1.601, C3 1.629, C4 1.645, H21 1.148
3 C 7.89 -0.39 -1.56  C2 1.629, H22 1.138, H23 1.147, H24 1.151
4 C 7.66 -2.31 0.15  C2 1.645, C5 1.578, H25 1.135, H26 1.153
5 C 7.33 -3.85 0.22  C4 1.578, P6 1.910, H27 1.155, H28 1.163
6 P 7.53 -4.82 1.86  C5 1.910, F7 1.738, C8 1.947, C11 1.916, C15 1.928, H29 1.435
7 F 7.40 -6.27 0.91  P6 1.738
8 C 9.46 -5.04 1.72  P6 1.947, C9 1.562, H30 1.160, H31 1.158
9 C 10.19 -4.40 0.50  C8 1.562, O10 1.277, H32 1.147
10 O 10.36 -5.09 -0.57  C9 1.277
11 C 7.61 -3.27 2.99  P6 1.916, C12 1.550, H33 1.155, H34 1.158
12 C 8.94 -2.53 3.27  C11 1.550, O13 1.238, Cl14 1.885
13 O 9.76 -1.99 2.52  C12 1.238
14 Cl 9.42 -2.28 5.08  C12 1.885
15 C 5.61 -4.88 2.06  P6 1.928, O16 1.300, O17 1.403
16 O 4.96 -4.26 2.99  C15 1.300
17 O 4.80 -5.68 1.24  C15 1.403
18 H 5.02 -1.75 -0.45  C1 1.138
19 H 5.17 -2.43 -2.21  C1 1.151
20 H 5.35 -0.64 -1.91  C1 1.155
21 H 7.56 -2.54 -2.15  C2 1.148
22 H 7.64 0.09 -2.56  C3 1.138
23 H 9.03 -0.52 -1.49  C3 1.147
24 H 7.59 0.27 -0.67  C3 1.151
25 H 7.08 -1.61 0.83  C4 1.135
26 H 8.78 -2.03 0.10  C4 1.153
27 H 7.72 -4.42 -0.71  C5 1.155
28 H 6.19 -3.89 0.02  C5 1.163
29 H 7.62 -5.63 3.03  P6 1.435
30 H 9.58 -6.18 1.54  C8 1.160
31 H 10.00 -4.95 2.74  C8 1.158
32 H 10.57 -3.32 0.42  C9 1.147
33 H 6.79 -2.48 2.79  C11 1.155
34 H 7.25 -3.68 4.02  C11 1.158
35 C 0.54 -7.01 3.01  O36 1.412, H44 1.096, H45 1.093, H46 1.095
36 O 0.48 -5.66 3.40  C35 1.412, C37 1.433
37 C 1.74 -4.99 3.23  O36 1.433, C38 1.522, H47 1.095, H48 1.095
38 C 1.53 -3.49 3.11  C37 1.522, O39 1.433, H49 1.093, H50 1.092
39 O 1.10 -3.08 1.80  C38 1.433, C40 1.424
40 C -0.25 -3.38 1.47  O39 1.424, C41 1.525, H51 1.092, H52 1.095
41 C -1.26 -2.47 2.17  C40 1.525, O42 1.424, H53 1.097, H54 1.096
42 O -1.47 -2.91 3.50  C41 1.424, C43 1.412
43 C -1.94 -1.87 4.34  O42 1.412, H55 1.095, H56 1.091, H57 1.095
44 H 1.28 -7.56 3.60  C35 1.096
45 H -0.44 -7.45 3.16  C35 1.093
46 H 0.79 -7.08 1.94  C35 1.095
47 H 2.25 -5.35 2.33  C37 1.095
48 H 2.36 -5.20 4.10  C37 1.095
49 H 2.49 -3.00 3.26  C38 1.093
50 H 0.85 -3.11 3.88  C38 1.092
51 H -0.47 -4.43 1.62  C40 1.092
52 H -0.32 -3.19 0.39  C40 1.095
53 H -2.22 -2.52 1.64  C41 1.097
54 H -0.89 -1.44 2.16  C41 1.096
55 H -1.20 -1.07 4.39  C43 1.095
56 H -2.08 -2.28 5.34  C43 1.091
57 H -2.90 -1.49 3.98  C43 1.095
58 C -3.42 -2.02 -1.23  O59 1.416, H67 1.096, H68 1.091, H69 1.095
59 O -3.47 -0.66 -0.83  C58 1.416, C60 1.427
60 C -2.22 0.00 -1.00  O59 1.427, C61 1.523, H70 1.095, H71 1.096
61 C -2.43 1.51 -1.11  C60 1.523, O62 1.430, H72 1.094, H73 1.091
62 O -2.84 1.91 -2.42  C61 1.430, C63 1.428
63 C -4.19 1.62 -2.77  O62 1.428, C64 1.524, H74 1.091, H75 1.094
64 C -5.20 2.52 -2.07  C63 1.524, O65 1.424, H76 1.096, H77 1.096
65 O -5.43 2.08 -0.73  C64 1.424, C66 1.414
66 C -5.90 3.12 0.10  O65 1.414, H78 1.096, H79 1.091, H80 1.094
67 H -2.69 -2.57 -0.63  C58 1.096
68 H -4.40 -2.46 -1.08  C58 1.091
69 H -3.17 -2.09 -2.29  C58 1.095
70 H -1.71 -0.37 -1.89  C60 1.095
71 H -1.61 -0.22 -0.11  C60 1.096
72 H -1.46 1.99 -0.95  C61 1.094
73 H -3.11 1.88 -0.34  C61 1.091
74 H -4.42 0.56 -2.61  C63 1.091
75 H -4.26 1.80 -3.84  C63 1.094
76 H -6.16 2.48 -2.60  C64 1.096
77 H -4.83 3.55 -2.08  C64 1.096
78 H -5.16 3.93 0.16  C66 1.096
79 H -6.04 2.71 1.10  C66 1.091
80 H -6.85 3.50 -0.27  C66 1.094
81 C -8.35 9.29 -0.36  O82 1.414, H90 1.096, H91 1.091, H92 1.095
82 O -7.51 8.67 -1.30  C81 1.414, C83 1.425
83 C -6.77 7.58 -0.74  O82 1.425, C84 1.524, H93 1.095, H94 1.096
84 C -6.34 6.61 -1.83  C83 1.524, O85 1.430, H95 1.094, H96 1.091
85 O -7.39 5.72 -2.23  C84 1.430, C86 1.428
86 C -8.42 6.30 -3.03  O85 1.428, C87 1.523, H97 1.091, H98 1.094
87 C -7.99 6.57 -4.46  C86 1.523, O88 1.424, H99 1.096, H100 1.096
88 O -7.24 7.78 -4.53  C87 1.424, C89 1.415
89 C -6.38 7.81 -5.66  O88 1.415, H101 1.095, H102 1.091, H103 1.094
90 H -7.76 9.70 0.47  C81 1.096
91 H -8.88 10.10 -0.85  C81 1.091
92 H -9.09 8.58 0.03  C81 1.095
93 H -7.37 7.05 0.00  C83 1.095
94 H -5.88 8.01 -0.26  C83 1.096
95 H -5.55 5.97 -1.42  C84 1.094
96 H -5.91 7.13 -2.70  C84 1.091
97 H -8.84 7.19 -2.55  C86 1.091
98 H -9.22 5.54 -3.05  C86 1.094
99 H -8.87 6.69 -5.10  C87 1.096
100 H -7.40 5.72 -4.83  C87 1.096
101 H -5.66 6.99 -5.62  C89 1.095
102 H -5.83 8.75 -5.65  C89 1.091
103 H -6.96 7.75 -6.59  C89 1.094

As for the net charge: -2.

Here are the Löwdin charges for atoms 1 to 99, given in e: -0.11, -0.39, -0.14, -0.22, -0.27, 0.57, -0.36, -0.26, -0.28, -0.10, -0.30, -0.71, -0.06, 0.42, -0.63, -0.19, -0.28, 0.08, 0.08, 0.06, 0.13, 0.05, 0.07, 0.08, 0.11, 0.08, 0.10, 0.09, 0.03, 0.08, 0.08, 0.10, 0.11, 0.08, -0.13, -0.23, -0.18, -0.16, -0.12, -0.18, -0.21, -0.20, -0.12, 0.09, 0.07, 0.09, 0.12, 0.13, 0.12, 0.11, 0.12, 0.12, 0.11, 0.12, 0.09, 0.08, 0.08, -0.11, -0.21, -0.18, -0.17, -0.13, -0.18, -0.19, -0.20, -0.11, 0.07, 0.09, 0.09, 0.13, 0.12, 0.13, 0.12, 0.12, 0.12, 0.13, 0.12, 0.08, 0.09, 0.08, -0.11, -0.21, -0.19, -0.17, -0.14, -0.17, -0.20, -0.21, -0.11, 0.09, 0.09, 0.09, 0.13, 0.13, 0.11, 0.12, 0.12, 0.13, 0.12

***

So what do the calculations give for orbital gap? Going down the list: 0.28120 0.11128 Eh.
So what do the calculations give for HOMO energy? Going down the list: -10.60 -0.55 eV.